Record 1
Computed, not measured: a 2-piece molecular cluster, C5H13N3 overall at a distorted geometry, with ωB97M-V/def2-TZVPD.

The calculation puts the energy above the lowest of the compared OMol25 structures with the same formula, charge and spin at 108.7 kcal/mol. As for the orbital gap (alpha / beta): 0.31728 / 0.31725 hartree. For the LUMO energy (alpha / beta), the calculation gives 0.86 / 0.86 eV.

Each line ends with the Mulliken charge.
Geometry (Å):
C1 2.144390 0.652945 -2.972706  -0.36
C2 -1.702319 1.440202 0.015839  -0.31
C3 -1.875810 -0.239959 3.225289  -1.06
C4 1.565918 -1.685548 -1.251315  -0.85
C5 -1.116326 0.038900 1.891888  -0.12
N1 1.566558 0.701877 -1.817055  0.14
N2 -1.768284 1.168542 1.206867  -0.37
N3 1.340841 -0.214563 -0.874898  -0.52
H1 2.069061 1.399517 -3.685900  0.28
H2 2.464455 -0.289689 -3.298568  0.22
H3 -2.060839 2.411329 -0.367696  0.25
H4 -1.315104 0.787716 -0.782389  0.24
H5 -1.130867 -0.882019 3.820587  0.29
H6 -2.334740 0.679989 3.707892  0.30
H7 -2.630790 -0.898297 2.944224  0.33
H8 2.407461 -2.131265 -0.680396  0.27
H9 0.707762 -2.221969 -0.803967  0.25
H10 1.518683 -1.944904 -2.333169  0.35
H11 -0.165810 0.509440 2.229182  0.21
H12 -0.841615 -0.852474 1.343911  0.22
H13 1.157374 1.570231 -1.517620  0.24

Cartesian forces (eV/Å) of the 3 atoms listed first:
C -0.1 -1.0 0.2
C 0.1 0.3 -3.1
C 2.1 -0.1 -0.2

=====

Record 2
Computed, not measured: an isolated molecule of C5H13N3O at a distorted geometry, with ωB97M-V/def2-TZVPD.

The calculation puts the energy above the lowest of the compared OMol25 structures with the same formula, charge and spin at 66.1 kcal/mol. As for the orbital gap: 0.34631 hartree. For the LUMO energy, the calculation gives 0.94 eV.

Each line ends with the Mulliken charge.
Geometry (Å):
C1 1.669855 -0.363904 -1.229785  -0.87
C2 -1.716502 -0.433957 -1.560750  -0.86
C3 -0.476218 -1.876730 -0.084161  -1.02
C4 0.026305 1.878547 2.398287  -1.20
N1 0.430035 0.317959 -0.910491  -0.21
N2 -0.701997 -0.517672 -0.530952  0.07
N3 0.582133 1.262130 0.114703  -0.31
C5 0.585713 0.828190 1.454963  0.91
O1 1.195033 -0.138290 1.841361  -0.58
H1 0.043640 2.099947 -0.076399  0.25
H2 2.370386 0.398629 -1.567970  0.27
H3 1.474487 -1.047439 -2.056462  0.33
H4 2.110423 -0.895659 -0.383188  0.35
H5 -1.840852 0.607572 -1.850641  0.31
H6 -1.465596 -1.013489 -2.450785  0.29
H7 -2.669420 -0.820712 -1.171583  0.31
H8 -1.413207 -2.266102 0.311112  0.34
H9 0.251873 -1.880550 0.721580  0.34
H10 -0.138426 -2.532730 -0.893274  0.33
H11 -1.055256 1.771284 2.465148  0.26
H12 0.461724 1.737549 3.394495  0.34
H13 0.275866 2.885426 2.064792  0.34

Cartesian forces (eV/Å) of the 3 atoms listed first:
C 0.1 -0.1 0.0
C -0.2 0.0 0.1
C 0.5 0.1 0.0

=====

Record 3
Computed, not measured: an isolated molecule of C5H13N3O at a distorted geometry, with ωB97M-V/def2-TZVPD.

The calculation puts the energy above the lowest of the compared OMol25 structures with the same formula, charge and spin at 107.9 kcal/mol. As for the orbital gap: 0.33551 hartree. For the LUMO energy, the calculation gives 0.89 eV.

Each line ends with the Mulliken charge.
Geometry (Å):
C1 -1.135365 0.145328 -0.065640  0.70
C2 -0.914063 0.792808 1.278624  -1.46
C3 -2.129043 -0.991311 -0.036026  -1.69
N1 0.324362 -0.440078 -0.596860  0.99
C4 1.405289 0.535401 -0.444931  0.31
N2 0.713570 -1.654414 0.091855  -0.84
N3 2.247224 0.328507 0.632685  -0.44
C5 1.485377 1.549539 -1.304367  -1.10
O1 -0.018786 -0.644667 -1.870190  -0.75
H1 -1.421351 0.883272 -0.813234  0.27
H2 -0.017289 -2.332040 -0.107277  0.30
H3 1.518019 -2.010597 -0.427303  0.28
H4 2.733429 1.142928 0.968755  0.25
H5 1.902121 -0.288520 1.349648  0.26
H6 -0.506620 0.076756 1.989239  0.27
H7 -0.258182 1.657408 1.194384  0.35
H8 -1.871130 1.174797 1.636358  0.45
H9 -2.075097 -1.541120 -0.975116  0.42
H10 -1.941733 -1.663450 0.799128  0.39
H11 -3.133693 -0.584169 0.075259  0.44
H12 0.807129 1.597219 -2.135564  0.32
H13 2.285832 2.266404 -1.239427  0.28

Cartesian forces (eV/Å) of the 3 atoms listed first:
C 1.6 -0.4 1.3
C -0.4 0.3 0.0
C 0.3 -0.1 -0.2

=====

Record 4
Computed, not measured: a 2-piece molecular cluster, C5H13N3S overall at a distorted geometry, with ωB97M-V/def2-TZVPD.

The calculation puts the energy above the lowest of the compared OMol25 structures with the same formula, charge and spin at 57.4 kcal/mol. As for the orbital gap: 0.35788 hartree. For the LUMO energy, the calculation gives -6.51 eV. The charge is +2.

Each line ends with the Mulliken charge.
Geometry (Å):
C1 -1.094297 -1.149977 1.669684  -0.45
C2 0.144714 -1.723002 2.453884  -0.54
C3 0.017335 -2.079334 0.014991  0.40
C4 0.135222 1.622357 -0.365566  -0.54
C5 0.257174 2.273921 -1.508150  -0.01
N1 -0.896776 -1.242001 0.182078  -0.55
N2 0.242641 -2.511274 -1.422612  -0.28
N3 0.430064 3.745813 -1.250878  -0.41
S1 0.904654 -2.921669 1.227477  -0.09
H1 -2.052097 -1.536736 2.097165  0.40
H2 0.844061 -1.099890 2.863246  0.45
H3 -0.439606 -2.370502 3.228634  0.35
H4 -0.010063 2.004793 0.615566  0.25
H5 -0.076418 0.488035 -0.443016  0.12
H6 -1.012573 -0.111864 1.888641  0.17
H7 0.511711 1.923219 -2.459951  0.40
H8 1.106523 -2.051833 -1.696296  0.38
H9 -0.470251 -2.042845 -2.031109  0.38
H10 0.251426 -3.554934 -1.510338  0.38
H11 -0.253663 3.829213 -0.407542  0.43
H12 0.004678 4.394126 -1.942097  0.39
H13 1.455542 4.114383 -1.203811  0.38

Cartesian forces (eV/Å) of the 3 atoms listed first:
C 1.2 1.0 0.2
C -4.3 -4.5 -0.5
C -0.6 -1.1 -1.1

=====

Record 5
Computed, not measured: an isolated ion of composition C5H13N4O and charge +1 at a distorted geometry, with ωB97M-V/def2-TZVPD.

The calculation puts the energy above the lowest of the compared OMol25 structures with the same formula, charge and spin at 64.2 kcal/mol. As for the orbital gap: 0.37737 hartree. For the LUMO energy, the calculation gives -2.92 eV. The charge is +1.

Each line ends with the Mulliken charge.
Geometry (Å):
C1 0.448625 1.390667 -0.181808  0.20
C2 1.417824 0.312782 -0.362801  -0.15
C3 1.332513 -1.099537 0.140230  0.28
C4 -1.997813 1.944011 -0.196447  -0.93
C5 -1.836230 -1.182450 0.491407  -0.79
N1 -0.853139 1.067595 -0.321083  0.07
N2 -1.140080 -0.373563 -0.544471  -0.49
N3 2.396431 0.264015 0.711915  -0.39
N4 1.867225 -2.107293 -0.434494  -0.35
O1 0.845183 2.542746 -0.031710  -0.62
H1 1.829080 0.361516 -1.338160  0.48
H2 0.801951 -1.244533 1.087263  0.34
H3 -2.784144 1.754179 -1.009266  0.25
H4 -2.314732 1.657968 0.857671  0.34
H5 -1.718237 3.012219 -0.153102  0.36
H6 -1.668539 -2.261201 0.148125  0.29
H7 -1.226350 -1.046689 1.426036  0.30
H8 -2.857902 -0.861009 0.553591  0.39
H9 2.023065 0.635470 1.638573  0.28
H10 3.312902 0.664144 0.532460  0.26
H11 -1.690036 -0.394266 -1.435041  0.31
H12 1.606662 -3.034571 -0.108201  0.28
H13 2.205748 -2.002210 -1.470691  0.29

Cartesian forces (eV/Å) of the 3 atoms listed first:
C -1.8 2.4 -0.5
C 0.7 -2.4 1.6
C -1.4 2.8 0.9

=====

Record 6
Computed, not measured: a 3-piece molecular cluster, C5H13N4O overall at a distorted geometry, with ωB97M-V/def2-TZVPD.

The calculation puts the energy above the lowest of the compared OMol25 structures with the same formula, charge and spin at 41.5 kcal/mol. As for the orbital gap: 0.38956 hartree. For the LUMO energy, the calculation gives -2.95 eV. The charge is +1.

Each line ends with the Mulliken charge.
Geometry (Å):
C1 0.136870 0.146072 -0.478509  0.04
C2 -0.358595 0.123265 1.550062  -0.56
C3 0.968595 -0.204226 1.474380  -0.07
C4 4.597789 -1.228191 -0.962319  -0.84
C5 3.442246 -0.820089 0.049246  0.01
N1 -0.803998 0.443775 0.371762  0.09
N2 2.315962 -0.726081 -0.477605  -0.99
N3 1.202304 -0.288986 0.162679  0.68
N4 -2.956628 1.259936 -0.717055  -0.90
O1 -5.117716 0.602622 0.319218  -0.64
H1 0.120042 0.201047 -1.608487  0.33
H2 -0.954539 0.288013 2.440608  0.38
H3 -6.049486 0.472567 0.076592  0.32
H4 -1.622534 0.869524 -0.070278  0.44
H5 1.532777 -0.571429 2.339409  0.37
H6 5.380082 -0.495912 -1.159282  0.30
H7 5.009537 -2.213049 -0.680045  0.27
H8 3.937284 -1.266474 -1.861148  0.26
H9 3.673158 -0.485860 1.035319  0.36
H10 -3.768864 1.578531 -0.135041  0.29
H11 -4.804888 -0.033420 0.934593  0.31
H12 -2.627729 1.961814 -1.379465  0.27
H13 -3.251672 0.386551 -1.224634  0.29

Cartesian forces (eV/Å) of the 3 atoms listed first:
C 0.9 -0.2 -4.1
C 0.6 0.9 4.5
C -1.6 -1.1 2.9